[1]
Below is a 6-piece molecular cluster, C40H67BF3N4O20S overall at a distorted geometry, with properties calculated with ωB97M-V/def2-TZVPD.

Atoms and positions in Å:
C (4.6995, -0.8035, 2.1613)
C (3.5823, -0.2064, 1.3245)
C (3.3243, -0.8474, -0.1987)
C (1.7674, -1.2960, -0.4472)
S (1.2916, -1.9121, 1.2981)
N (1.5558, -2.6009, -1.2434)
C (2.4339, -3.8435, -1.3128)
C (3.4633, -3.8019, -2.5906)
O (3.7357, -2.4012, -3.0556)
C (0.3715, -2.6224, -1.9377)
C (-0.2025, -3.8749, -2.8583)
C (-0.8688, -5.0734, -1.9045)
O (-2.3648, -4.9607, -1.8588)
C (-0.5566, -6.5900, -2.4567)
N (0.9099, -6.9537, -2.5258)
C (-0.4262, -1.1759, -1.6745)
C (-1.8548, -1.4274, -0.9099)
C (-3.1256, -0.7534, -1.7635)
C (-4.0223, -1.8804, -2.5670)
C (-4.9143, -2.8585, -1.5989)
N (-6.2545, -2.2970, -1.1783)
C (-6.1057, -1.2761, -0.0373)
C (-6.5182, 0.2885, -0.4382)
O (-5.6430, -1.5655, 1.1836)
C (0.6862, -0.1491, -1.0071)
C (0.1550, 0.9061, 0.1771)
O (-0.6864, 1.9916, -0.3489)
C (-0.9503, 3.0366, 0.6512)
F (-0.4876, 2.7291, 2.0238)
F (-0.2618, 4.2934, 0.2371)
F (-2.4382, 3.2752, 0.7656)
B (1.1912, 0.9073, -2.1612)
N (2.0741, 2.0857, -1.6901)
O (0.9280, 0.8267, -3.6111)
H (4.5210, -0.9797, 3.3046)
H (5.7223, -1.1513, 1.6546)
H (2.9287, 0.6447, 1.7917)
H (3.7691, -0.1187, -0.9989)
H (4.0169, -1.8194, -0.2265)
H (-0.1089, -2.0246, 1.2853)
H (3.1195, -3.8022, -0.3364)
H (1.8251, -4.8553, -1.2116)
H (4.5357, -4.2392, -2.3027)
H (3.0393, -4.3579, -3.5522)
H (4.6939, -2.1654, -2.8731)
H (0.7065, -4.3160, -3.4532)
H (-1.0073, -3.4219, -3.5778)
H (-0.5201, -4.9321, -0.7729)
H (-2.6564, -4.9575, -0.8798)
H (-1.0564, -7.3513, -1.6885)
H (-1.1298, -6.7688, -3.4809)
H (1.3727, -6.9704, -1.5890)
H (1.4387, -6.3867, -3.2256)
H (-0.7951, -0.9519, -2.7877)
H (-2.1409, -2.5804, -0.8093)
H (-1.9285, -0.9839, 0.1703)
H (-3.7860, -0.0847, -1.0289)
H (-2.7439, 0.0082, -2.5970)
H (-4.7032, -1.3795, -3.4064)
H (-3.2809, -2.5977, -3.1676)
H (-5.1364, -3.8425, -2.2375)
H (-4.3143, -3.1165, -0.6279)
H (-6.8177, -3.0755, -0.7218)
H (-7.4079, 0.6618, 0.2628)
H (-5.5720, 1.0075, -0.3784)
H (-6.8584, 0.3067, -1.5717)
H (-0.4528, 0.3742, 1.0240)
H (1.1598, 1.2941, 0.6918)
H (2.6236, 1.7845, -0.8471)
H (2.8206, 2.2799, -2.4216)
H (1.5486, 1.4484, -4.1338)
C (0.1454, 4.4466, 6.3229)
C (1.5173, 4.0846, 5.7919)
C (1.5307, 3.7501, 4.3309)
O (2.6556, 2.8950, 4.2265)
C (2.7992, 2.2955, 5.4469)
O (3.5474, 1.3615, 5.6741)
O (1.9874, 2.8820, 6.3792)
H (-0.5893, 3.6687, 6.0880)
H (0.1696, 4.5334, 7.4143)
H (-0.2024, 5.3946, 5.9018)
H (2.2352, 4.8783, 6.0320)
H (1.6567, 4.6346, 3.7000)
H (0.6446, 3.1973, 3.9996)
C (6.5774, 1.1911, 8.1945)
C (7.6709, 0.8750, 7.1948)
C (7.2768, 1.1222, 5.7700)
O (8.1171, 0.2264, 5.0637)
C (8.3871, -0.8053, 5.9192)
O (8.9274, -1.8479, 5.5956)
O (7.9662, -0.5124, 7.1879)
H (5.6476, 0.6684, 7.9445)
H (6.8661, 0.8525, 9.1952)
H (6.3755, 2.2657, 8.2308)
H (8.5897, 1.4123, 7.4596)
H (7.4610, 2.1540, 5.4576)
H (6.2347, 0.8628, 5.5521)
C (5.0606, -7.7699, -6.1905)
C (5.4655, -6.9708, -4.9688)
C (6.6831, -7.5028, -4.2752)
O (6.4944, -7.0530, -2.9450)
C (5.1441, -6.9373, -2.7645)
O (4.6042, -6.7521, -1.6884)
O (4.4787, -7.0609, -3.9538)
H (4.9467, -8.8326, -5.9500)
H (4.0894, -7.4289, -6.5645)
H (5.8008, -7.6697, -6.9898)
H (5.5800, -5.9123, -5.2325)
H (7.6112, -7.1014, -4.6919)
H (6.7389, -8.5970, -4.2652)
C (-2.7427, 5.9923, 0.2001)
C (-3.2196, 7.1797, -0.6109)
C (-4.1261, 8.1031, 0.1455)
O (-4.8882, 8.6956, -0.8916)
C (-4.9222, 7.7874, -1.9129)
O (-5.6387, 7.8772, -2.8939)
O (-4.0462, 6.7612, -1.6850)
H (-3.5853, 5.4476, 0.6398)
H (-2.2120, 5.2808, -0.4413)
H (-2.0727, 6.3087, 1.0050)
H (-2.3614, 7.7139, -1.0364)
H (-3.5757, 8.8645, 0.7054)
H (-4.8118, 7.5848, 0.8251)
C (-8.3106, 6.7266, -1.1794)
C (-8.7117, 5.3183, -0.7909)
C (-7.6403, 4.2976, -1.0289)
O (-8.3894, 3.1078, -1.2038)
C (-9.6100, 3.4879, -1.6884)
O (-10.4474, 2.7212, -2.1299)
O (-9.7650, 4.8454, -1.6149)
H (-7.9491, 6.7657, -2.2128)
H (-9.1744, 7.3977, -1.1256)
H (-7.5259, 7.1088, -0.5197)
H (-9.0642, 5.3004, 0.2476)
H (-6.9559, 4.2034, -0.1811)
H (-7.0588, 4.4768, -1.9402)

Calculated values
Net charge: +1
LUMO energy in eV: -3.49
Frontier orbital gap in eV: 7.73
E_tot in eV: -109124.7092

---

[2]
Below is a 11-piece molecular cluster, C40H67N7O12S4 overall at a distorted geometry, with properties calculated with ωB97M-V/def2-TZVPD.

Atoms and positions in Å:
C (-1.6003, 8.5668, 23.6994)
C (-0.4167, 8.3230, 22.8048)
O (-0.7015, 9.0579, 21.5387)
S (0.1465, 8.7964, 20.2725)
C (-0.6341, 9.9451, 19.1808)
O (1.4944, 9.2237, 20.6088)
O (-0.1596, 7.4712, 19.8038)
H (-1.7317, 9.6331, 23.5979)
H (-1.4335, 8.0461, 24.6235)
H (-2.5581, 8.1538, 23.3873)
H (0.4088, 8.8488, 23.3584)
H (-0.1797, 7.2874, 22.6139)
H (-1.6777, 9.8376, 19.4097)
H (-0.3122, 9.6659, 18.2095)
H (-0.2554, 10.9787, 19.4295)
C (6.8841, 13.4870, 25.0029)
C (5.8441, 13.7262, 26.0670)
O (6.3786, 14.1390, 27.3576)
S (6.4882, 12.8762, 28.3670)
C (7.6245, 13.5203, 29.5745)
O (5.1730, 12.7156, 28.9315)
O (7.0666, 11.6987, 27.7632)
H (7.7903, 12.9587, 25.3106)
H (7.1090, 14.4282, 24.4556)
H (6.4209, 12.7480, 24.3209)
H (5.2021, 14.5522, 25.8920)
H (5.2612, 12.8591, 26.2703)
H (8.6443, 13.3966, 29.1786)
H (7.4298, 12.9410, 30.4318)
H (7.4171, 14.5931, 29.7579)
C (9.5918, 17.3762, 18.8606)
C (8.3159, 16.7311, 19.4515)
O (8.5538, 16.5911, 20.8928)
S (7.7537, 15.7293, 21.9459)
C (8.3077, 14.1137, 21.7117)
O (8.0237, 16.2925, 23.2574)
O (6.3881, 15.7081, 21.4890)
H (10.4868, 16.8940, 19.2201)
H (9.6114, 18.4230, 19.1935)
H (9.6989, 17.3072, 17.7699)
H (7.3901, 17.3054, 19.2520)
H (8.1916, 15.6972, 19.0665)
H (8.0528, 13.8859, 20.6472)
H (7.8414, 13.3688, 22.3339)
H (9.3664, 14.0381, 21.7785)
C (4.7460, 12.7253, 21.9559)
C (3.3276, 12.4801, 21.5999)
O (2.5099, 13.1671, 22.5473)
S (1.1331, 12.5750, 23.0787)
C (0.0809, 12.8099, 21.7766)
O (1.2266, 11.1670, 23.3056)
O (0.7922, 13.3821, 24.1911)
H (5.3441, 12.1793, 21.2481)
H (4.8666, 12.4158, 23.0179)
H (5.1177, 13.7537, 21.8810)
H (3.2323, 13.0675, 20.6765)
H (2.8887, 11.5123, 21.3429)
H (-0.2011, 13.8592, 21.6433)
H (-0.8540, 12.2388, 22.0983)
H (0.5583, 12.4259, 20.9010)
C (3.3728, 17.4553, 23.1755)
C (4.3207, 18.2098, 23.9236)
C (4.1696, 17.8432, 25.2699)
N (3.2580, 16.8149, 25.2677)
C (2.7443, 16.5833, 24.0314)
H (3.1391, 17.5722, 22.1368)
H (4.9456, 19.0280, 23.5804)
H (4.7057, 18.1424, 26.1633)
H (2.9499, 16.2942, 26.0740)
H (1.9814, 15.8502, 23.8567)
C (0.8125, 15.5855, 19.4126)
C (0.2469, 14.5752, 18.6466)
C (1.0986, 14.2637, 17.6549)
N (2.2483, 14.9335, 17.8383)
C (2.1057, 15.7715, 18.9977)
H (0.3875, 16.1003, 20.2501)
H (-0.7946, 14.2522, 18.7679)
H (0.9212, 13.5720, 16.8201)
H (3.1149, 14.8733, 17.2665)
H (2.8682, 16.4540, 19.3438)
C (5.7937, 13.3900, 16.7285)
C (5.8729, 14.7554, 16.2850)
C (5.7878, 15.5078, 17.4027)
N (5.6272, 14.7279, 18.5342)
C (5.5891, 13.4440, 18.1170)
H (5.8622, 12.4792, 16.1250)
H (5.9487, 15.1274, 15.2995)
H (5.8150, 16.5537, 17.4235)
H (5.6740, 15.0595, 19.4939)
H (5.5528, 12.6365, 18.7844)
C (-4.9656, 12.6869, 24.6019)
C (-5.9136, 12.1595, 23.7014)
C (-6.8035, 13.1622, 23.4190)
N (-6.3940, 14.2850, 24.0799)
C (-5.2979, 14.0352, 24.8319)
H (-4.1418, 12.1334, 25.0621)
H (-5.9825, 11.1803, 23.3341)
H (-7.5843, 13.1902, 22.7150)
H (-6.9522, 15.1210, 24.0991)
H (-4.7339, 14.7886, 25.3754)
C (5.4195, 9.5806, 25.3674)
C (5.9438, 9.1228, 24.0986)
C (4.9388, 9.1361, 23.1615)
N (3.7633, 9.5935, 23.7742)
C (4.0762, 9.8622, 25.1010)
H (5.8818, 9.7647, 26.3237)
H (6.9887, 8.8176, 23.8951)
H (4.9290, 8.7985, 22.1299)
H (2.8976, 9.7198, 23.2862)
H (3.3988, 10.1363, 25.8775)
C (-1.1829, 16.7069, 22.7897)
C (-1.9852, 17.0434, 21.6859)
C (-2.9445, 16.0447, 21.5791)
N (-2.7662, 15.1422, 22.6228)
C (-1.6807, 15.5732, 23.3325)
H (-0.3466, 17.2329, 23.1784)
H (-1.8718, 17.9633, 21.1101)
H (-3.7084, 15.8631, 20.8502)
H (-3.4038, 14.4132, 22.8897)
H (-1.2348, 15.0852, 24.1890)
C (1.7412, 14.6326, 28.6855)
C (1.4730, 15.9899, 28.8383)
C (0.7655, 16.4124, 27.7571)
N (0.6489, 15.3708, 26.9297)
C (1.2660, 14.2508, 27.4735)
H (2.4091, 14.0154, 29.3090)
H (1.7479, 16.5983, 29.6377)
H (0.3466, 17.4020, 27.5388)
H (0.3272, 15.4222, 25.9837)
H (1.3159, 13.3539, 26.8791)

Calculated values
Net charge: 0
LUMO energy in eV: 0.32
Structure (SMILES): CCOS(C)(=O)=O.CCOS(C)(=O)=O.CCOS(C)(=O)=O.CCOS(C)(=O)=O.c1cc[nH]c1.c1cc[nH]c1.c1cc[nH]c1.c1cc[nH]c1.c1cc[nH]c1.c1cc[nH]c1.c1cc[nH]c1
Frontier orbital gap in eV: 8.14
Energy relative to the best compared isomer or geometry (same formula, charge and spin) in eV: 0.000
E_tot in eV: -120903.4488

---

[3]
Below is a 10-piece molecular cluster, C40H68F12O20 overall at a distorted geometry, with properties calculated with ωB97M-V/def2-TZVPD.

Atoms and positions in Å:
C (1.9912, -4.2753, -0.3232)
C (1.3205, -5.1640, -1.4317)
O (0.1561, -4.4357, -1.9170)
C (-0.6361, -5.1925, -2.6838)
O (-0.4701, -6.3656, -3.0127)
C (-1.8109, -4.3410, -3.1237)
F (-1.7217, -4.0495, -4.4342)
F (-2.9684, -4.9312, -2.9044)
F (-1.8656, -3.1587, -2.4990)
H (1.4169, -4.2333, 0.5970)
H (2.2259, -3.2685, -0.6322)
H (2.9276, -4.7774, -0.0537)
H (1.0114, -6.1580, -1.0893)
H (2.0650, -5.3173, -2.2249)
C (-4.3499, 5.1760, 0.8046)
C (-2.8835, 4.8877, 0.9427)
O (-2.6615, 4.9342, 2.3827)
C (-1.5408, 5.4252, 2.8044)
O (-0.6529, 5.8967, 2.1361)
C (-1.3737, 5.4571, 4.3217)
F (-1.2253, 6.6956, 4.7997)
F (-2.4029, 4.9046, 4.9520)
F (-0.2683, 4.7916, 4.7314)
H (-4.4942, 5.2871, -0.2872)
H (-4.5651, 6.1526, 1.2245)
H (-5.0539, 4.4309, 1.1468)
H (-2.3147, 5.6236, 0.3826)
H (-2.5719, 3.8841, 0.6202)
C (3.4049, 3.4175, 2.8431)
C (2.5412, 4.6384, 2.8170)
O (3.3622, 5.7213, 2.2549)
C (3.5579, 5.7332, 0.9663)
O (3.1368, 4.9000, 0.1889)
C (4.2093, 6.9712, 0.4908)
F (3.1704, 7.7846, 0.1411)
F (4.9087, 7.5810, 1.4435)
F (4.9591, 6.9381, -0.6090)
H (3.5971, 3.1550, 1.7914)
H (2.9700, 2.5207, 3.2893)
H (4.3497, 3.6860, 3.3257)
H (2.2764, 4.9413, 3.8275)
H (1.6383, 4.5249, 2.1826)
C (7.0608, -2.5126, -1.1432)
C (6.9864, -1.2620, -0.3732)
O (6.0220, -0.3528, -0.9966)
C (4.8033, -0.4752, -0.5508)
O (4.3348, -1.2647, 0.2219)
C (3.8358, 0.5990, -1.1405)
F (3.4405, 1.5665, -0.2541)
F (4.2755, 1.2894, -2.2359)
F (2.6843, -0.0478, -1.4802)
H (6.0154, -2.8048, -1.2741)
H (7.6016, -3.3106, -0.6114)
H (7.4903, -2.4663, -2.1494)
H (7.9335, -0.7359, -0.4472)
H (6.6523, -1.4588, 0.6328)
C (-0.1008, 4.1526, -0.9619)
C (0.9175, 3.7691, -1.9225)
O (0.7148, 4.4853, -3.1432)
C (1.1113, 3.8552, -4.2285)
C (1.1712, 4.6005, -5.4837)
O (1.4113, 2.6520, -4.1994)
H (0.0648, 3.7406, 0.0189)
H (-1.0912, 3.8511, -1.3011)
H (-0.0844, 5.2396, -0.9064)
H (1.9037, 4.0840, -1.5825)
H (0.9216, 2.6901, -2.0298)
H (1.1216, 3.8843, -6.2874)
H (2.1623, 5.0837, -5.5403)
H (0.4148, 5.3746, -5.5645)
C (-6.7496, 2.7643, 4.3834)
C (-5.2877, 2.5228, 4.1154)
O (-5.0202, 1.2037, 3.6128)
C (-5.0081, 0.9350, 2.2705)
C (-4.8065, -0.5043, 1.9081)
O (-5.0645, 1.8317, 1.4283)
H (-7.3133, 2.7649, 3.4574)
H (-6.8212, 3.7590, 4.8258)
H (-7.1719, 2.0816, 5.1222)
H (-4.8633, 3.2301, 3.3959)
H (-4.7666, 2.5974, 5.0735)
H (-4.8088, -1.1721, 2.7600)
H (-3.8767, -0.5840, 1.3365)
H (-5.5891, -0.7996, 1.2051)
C (-6.5051, -3.3356, -0.1666)
C (-5.3461, -4.1993, 0.0709)
O (-4.1968, -3.3710, 0.4291)
C (-3.0805, -4.0334, 0.7027)
C (-1.8676, -3.2058, 1.0335)
O (-3.0298, -5.2489, 0.8108)
H (-6.3675, -2.6402, -1.0039)
H (-6.7525, -2.7601, 0.7308)
H (-7.3715, -3.9547, -0.4587)
H (-5.6015, -4.8724, 0.8873)
H (-5.1566, -4.8126, -0.8136)
H (-1.0823, -3.9212, 1.2996)
H (-2.0109, -2.4976, 1.8486)
H (-1.4497, -2.6785, 0.1962)
C (3.4986, -1.3821, -4.5020)
C (2.5236, -2.4894, -4.2170)
O (1.5019, -2.5803, -5.1950)
C (1.3445, -3.6647, -5.9098)
C (0.2992, -3.5766, -7.0092)
O (1.9641, -4.6935, -5.6635)
H (3.1217, -0.3715, -4.6509)
H (4.1274, -1.5876, -5.3751)
H (4.1979, -1.3701, -3.6741)
H (3.0974, -3.4005, -4.2086)
H (2.0904, -2.2473, -3.2403)
H (-0.4208, -2.8415, -6.6661)
H (-0.1224, -4.5800, -7.0936)
H (0.7789, -3.2431, -7.9519)
C (-0.4070, -6.4464, 3.1465)
C (-0.3715, -5.0393, 3.7737)
O (0.7963, -4.3452, 3.2476)
C (0.9509, -3.0892, 3.7082)
C (2.1941, -2.4331, 3.0900)
O (0.2241, -2.5668, 4.5568)
H (-0.9431, -7.1090, 3.8358)
H (0.6144, -6.8170, 3.0219)
H (-0.9357, -6.4789, 2.2099)
H (-1.3084, -4.5393, 3.5386)
H (-0.2530, -5.0428, 4.8458)
H (1.9846, -2.1162, 2.0523)
H (3.0006, -3.1522, 3.0637)
H (2.4560, -1.5724, 3.7099)
C (0.3324, 1.0968, 2.0094)
C (-0.9262, 0.7219, 1.3275)
O (-0.9162, 0.8091, -0.1971)
C (-0.2931, -0.1907, -0.7612)
C (-0.4036, -0.1818, -2.2446)
O (0.2068, -1.1064, -0.1497)
H (1.1473, 0.6437, 1.4672)
H (0.3752, 0.6459, 3.0012)
H (0.4612, 2.1804, 2.0774)
H (-1.2086, -0.3007, 1.5929)
H (-1.7258, 1.4129, 1.5608)
H (-0.4948, 0.7962, -2.7083)
H (-1.2391, -0.8142, -2.5363)
H (0.5052, -0.6551, -2.5933)

Calculated values
Net charge: 0
LUMO energy in eV: 0.47
Structure (SMILES): CCOC(=O)C(F)(F)F.CCOC(=O)C(F)(F)F.CCOC(=O)C(F)(F)F.CCOC(=O)C(F)(F)F.CCOC(C)=O.CCOC(C)=O.CCOC(C)=O.CCOC(C)=O.CCOC(C)=O.CCOC(C)=O
Frontier orbital gap in eV: 10.45
E_tot in eV: -116145.0788